No. 1
ORCA calculation (wB97M-V/def2-TZVPD) on a 4-piece molecular cluster, C33H36INO19PS3 overall.

Computed properties:
HOMO-LUMO gap: 4.7612 eV
highest occupied orbital energy: -4.852 eV
LUMO energy: -0.091 eV

Geometry as ORCA input:
```
! wB97M-V def2-TZVPD RIJCOSX def2/J DEFGRID3
* xyz -1 1
I 4.5219 0.9517 -0.9021
S -3.7439 2.8132 -4.9646
S -6.3954 3.5288 -3.7236
S 1.7730 3.4019 -6.0925
P 0.8619 1.8070 -5.3792
O -2.5495 -5.3058 -0.1873
O 0.3936 -0.0396 9.4447
O -1.2156 -1.9364 3.6754
O 5.9048 -0.1868 1.9986
O 6.8952 -0.1868 4.5367
O 3.4913 4.1137 -3.4153
O -1.8218 -4.4920 4.3896
O 1.7897 1.6005 -1.3324
O -0.0006 0.2319 -0.4373
O 0.3259 0.6126 -2.7859
O 1.5737 0.4684 -6.1565
O -0.0373 1.9370 4.5505
O -1.8577 -2.7726 -0.9096
O 2.6474 4.1019 -1.2802
O 3.0379 -3.6377 3.4103
O -0.7034 -1.6409 7.5338
O 1.1394 3.5038 6.4398
O -0.7476 1.9056 -6.0011
O 3.9651 -3.5778 5.9690
N -5.6177 0.8669 -3.7732
C -0.0978 2.9531 -3.0889
C 0.6320 0.7514 -1.3714
C -1.5113 -2.2823 1.3630
C -0.3964 0.1021 5.9845
C 3.9143 -2.8238 3.6512
C -4.5799 -0.0811 -4.2723
C 0.0672 1.4570 5.6645
C -1.6563 2.5539 -3.0454
C 0.6910 2.2581 6.7565
C 2.8353 3.4879 -2.5246
C -5.3183 2.2652 -4.0871
C -2.1981 -4.9735 2.1195
C 5.9965 -0.9765 4.3025
C 4.4394 -1.9091 2.6332
C 4.4807 -2.7384 5.0274
C 3.7494 -1.6014 -2.6343
C -1.8482 -3.1441 0.4001
C 3.3294 -0.3429 -3.5557
C 0.8048 1.7744 7.9958
C -1.5034 -2.6990 2.7681
C 2.2393 2.0024 -2.6775
C -2.2293 -4.5503 0.7154
C -1.8580 -4.1130 3.0810
C -4.6761 0.4961 -1.3524
C -5.9455 0.6457 -2.3348
C 0.8954 1.7398 -3.4929
C -2.6233 3.6702 -3.7547
C -0.2790 -0.3816 7.2223
C 5.4107 -1.0432 2.9331
C -4.7168 -0.4099 -5.8609
C 3.5567 1.1045 -2.8974
C 5.4538 -1.8757 5.3269
C 0.3192 0.4292 8.3199
H 4.0209 -0.3970 -4.4848
H 2.4361 0.7991 -6.4940
H -6.5119 -0.3648 -2.2871
H -1.9094 1.5694 -3.5790
H 3.5190 -2.5506 -3.2616
H -4.8312 1.2254 -0.4747
H -4.9712 -1.5320 -5.9735
H 3.1269 -1.6752 -1.6770
H -2.1347 -3.5690 -1.4031
H 4.0073 -1.9687 1.6427
H -1.5503 -3.6933 4.8841
H 4.8847 -1.6557 -2.4327
H 2.2779 -0.5588 -3.9356
H 0.1520 3.4172 -2.0582
H -2.0224 4.4509 -4.3499
H 1.2532 2.3458 8.7977
H 4.3217 1.6916 -3.5289
H -0.8410 2.7831 -6.4440
H -0.8309 -0.4758 5.1797
H 0.9411 3.6175 5.4888
H -3.5034 0.1923 -3.9917
H -4.7030 -0.5596 -0.8808
H 6.5938 0.3321 2.4582
H -4.7866 -1.0894 -3.7395
H 5.8749 -1.8055 6.3209
H -3.7448 -0.2518 -6.4385
H -6.6480 1.4158 -1.8769
H -0.0030 3.8255 -3.8407
H 3.2803 -4.0984 5.5047
H -1.2347 -1.2581 1.1479
H -0.5102 -1.7513 8.4852
H -3.6673 0.7500 -1.8177
H -5.5791 0.2487 -6.2573
H -1.9758 2.5550 -1.9374
H -2.4597 -6.0013 2.3332
H -3.2792 4.2226 -3.0005
*
```



No. 2
ORCA calculation (wB97M-V/def2-TZVPD) on C33H36IrNO2P2S as an isolated structure.

Computed properties:
HOMO-LUMO gap (spin up / spin down): 6.1608 / 5.9610 eV
highest occupied orbital energy (spin up / spin down): -16.809 / -16.817 eV
⟨S²⟩: 0.7608
LUMO energy (spin up / spin down): -10.648 / -10.856 eV

Geometry as ORCA input:
```
! wB97M-V def2-TZVPD RIJCOSX def2/J DEFGRID3
* xyz 3 2
Ir -0.1272 -0.7266 -0.1823
S -1.0075 -3.8803 1.1830
P -0.7002 1.8666 -0.3525
P 2.3137 -0.8842 0.0822
O -0.7826 -2.9475 -0.0096
O -2.6053 -0.9050 0.1108
N 0.2533 0.2379 1.7871
C -2.5794 0.5620 -3.6784
C 0.2989 -5.1321 0.9813
C -1.5426 1.7718 1.3639
C 3.5076 -4.3778 -1.6268
C -1.8193 0.6587 -2.5318
C 2.4031 -0.8518 1.9694
C -0.4042 4.5791 0.4656
C 3.2679 0.5600 -0.4817
C 4.0442 1.3660 0.3441
C -2.4287 -4.8962 0.6643
C 0.0060 3.5431 -0.3756
C 0.3823 2.0073 3.1821
C 3.9250 1.8790 -2.3906
C 1.0065 6.1203 -0.7355
C 1.4373 5.0882 -1.5598
C 1.4455 0.1764 2.4098
C 3.2028 0.8295 -1.8547
C 4.6594 -2.3953 -0.0413
C -1.8356 1.8272 -1.7672
C -0.3985 1.3648 2.1828
C 1.5393 1.2664 3.3223
C -3.9119 -0.3931 -0.1668
C 0.0797 5.8605 0.2682
C -2.6016 2.9203 -2.1706
C -3.3737 2.8113 -3.3151
C -3.3642 1.6441 -4.0648
C 4.8340 -4.4799 -1.2195
C 4.7162 2.6665 -1.5660
C 3.3223 -2.3024 -0.4346
C 2.7492 -3.2871 -1.2391
C 4.7673 2.4137 -0.2024
C 0.9501 3.8091 -1.3755
C 5.4042 -3.4941 -0.4234
H 5.3041 3.4680 -1.9858
H 2.0740 -1.8462 2.2921
H -2.3551 -5.1328 -0.3928
H -2.0270 2.6914 1.6847
H 0.1871 -5.8787 1.7608
H -2.2671 0.9601 1.2902
H -3.9928 3.6388 -3.6271
H 1.3923 7.1215 -0.8639
H 5.3791 3.0294 0.4371
H 2.3463 1.4669 3.9982
H 1.2634 -4.6454 1.0894
H 0.1174 2.8847 3.7390
H 6.4316 -3.5812 -0.1050
H -2.5790 3.8435 -1.6112
H -2.4304 -5.8083 1.2536
H 3.0696 -5.1478 -2.2441
H -3.9600 1.5662 -4.9618
H 2.5912 0.2052 -2.4945
H 1.3010 3.0025 -2.0021
H -2.6558 -1.8676 0.0510
H -1.1159 4.4176 1.2584
H 5.4306 -5.3173 -1.5467
H 4.1022 1.1896 1.4064
H 2.1564 5.2888 -2.3382
H -4.3108 -0.8283 -1.0818
H -0.2785 6.6623 0.8957
H 1.7159 -3.1895 -1.5507
H 3.4115 -0.6910 2.3534
H -3.3516 -4.3580 0.8637
H 3.8803 2.0815 -3.4495
H -4.5848 -0.6177 0.6642
H 5.1089 -1.6143 0.5505
H 0.2225 -5.5958 0.0043
H -2.5526 -0.3348 -4.2809
H -3.8535 0.6864 -0.2948
H -1.1647 -0.1751 -2.2203
*
```



No. 3
ORCA calculation (wB97M-V/def2-TZVPD) on C33H36N2OPtSb2 as an isolated structure.

Computed properties:
HOMO-LUMO gap (spin up / spin down): 6.1997 / 6.1979 eV
highest occupied orbital energy (spin up / spin down): -6.815 / -6.814 eV
LUMO energy (spin up / spin down): -0.615 / -0.616 eV

Geometry as ORCA input:
```
! wB97M-V def2-TZVPD RIJCOSX def2/J DEFGRID3
* xyz 0 1
Pt 0.9158 -0.7901 -0.2010
Sb -1.3537 -1.8227 -0.6595
Sb 2.3541 -2.7495 -0.8595
O -0.8763 1.6923 6.5187
N -1.2879 2.5273 4.4671
N 0.2935 -1.0081 2.7824
C 1.3384 0.9914 0.2822
C 3.2634 -3.9751 0.6203
C -1.3069 -6.6413 0.2575
C -0.1655 0.1139 3.3194
C 1.8344 4.7106 4.7961
C 0.4611 -5.0975 -1.2777
C -2.8915 -0.6967 -1.6220
C 1.4800 -4.3231 -2.0631
C 0.0395 -6.9735 0.2137
C 2.5692 2.4283 4.9147
C 2.1121 3.4325 2.7663
C 1.8249 5.6534 -1.6413
C 1.6609 2.1180 0.7756
C -0.1025 -0.7932 5.5209
C 3.2081 5.4192 0.7505
C 1.5671 4.5877 -0.7962
C 2.2520 4.4612 0.4119
C 2.5069 2.3354 3.5348
C 2.2295 3.6151 5.5511
C -1.4697 -3.5677 -1.9280
C 0.3878 -1.9652 4.9724
C -1.7570 -5.5493 -0.4600
C 0.9000 -6.2091 -0.5524
C 1.7804 4.6234 3.4132
C 1.9966 3.2983 1.2913
C 0.5695 -2.0217 3.5967
C -0.8696 1.5534 5.3090
C 3.9984 -2.3408 -2.1467
C -2.5009 -2.5642 0.9746
C -0.3885 0.2762 4.6817
C 2.7772 6.6033 -1.2962
C 3.4710 6.4804 -0.1003
C -0.8980 -4.7566 -1.2251
H 1.5620 5.6362 5.2869
H 2.9797 7.4354 -1.9581
H -3.0243 0.2465 -1.0949
H -2.8110 -5.2961 -0.4385
H -1.9506 -3.3620 1.4692
H 3.8453 -3.3475 1.2926
H -1.3070 2.4197 3.4710
H -2.0022 -7.2334 0.8379
H -0.2598 -0.6765 6.5849
H 0.6267 -2.8173 5.5939
H 0.4137 -7.8291 0.7605
H 4.2225 7.2118 0.1679
H 3.6301 -1.7357 -2.9736
H -2.6640 -1.7544 1.6839
H 2.2605 3.6800 6.6307
H 2.4906 -4.4942 1.1842
H 3.9197 -4.7016 0.1421
H 1.4628 5.4787 2.8310
H -0.3211 0.9190 2.6059
H -0.9485 -3.3242 -2.8524
H -1.5834 3.3985 4.8712
H 0.8345 3.8360 -1.0615
H 3.7562 5.3188 1.6784
H -3.8257 -1.2568 -1.6224
H 2.7609 1.4109 3.0308
H -3.4585 -2.9391 0.6154
H 1.0675 -3.8284 -2.9413
H 0.9550 -2.9189 3.1225
H 4.4452 -3.2587 -2.5267
H 1.9486 -6.4795 -0.6078
H -2.5228 -3.7319 -2.1607
H 1.2825 5.7437 -2.5736
H 2.2890 -4.9802 -2.3844
H -2.5880 -0.4829 -2.6457
H 4.7431 -1.7636 -1.6016
H 2.8738 1.5673 5.4965
*
```



No. 4
ORCA calculation (wB97M-V/def2-TZVPD) on a 2-piece molecular cluster, C33H37BF3NO2 overall.

Computed properties:
SMILES: Cc1ccc([C@@H](c2cn(C)c3ccccc23)C2CC2)cc1.CC1(C)OB(c2ccc(C(F)(F)F)cc2)OC1(C)C
energy above the lowest of the compared OMol25 structures with the same formula, charge and spin: 9.8 kJ/mol
HOMO-LUMO gap: 8.1376 eV
highest occupied orbital energy: -7.649 eV
LUMO energy: 0.489 eV

Geometry as ORCA input:
```
! wB97M-V def2-TZVPD RIJCOSX def2/J DEFGRID3
* xyz 0 1
F -1.5001 -1.5098 -6.0621
F -0.9394 0.3910 -7.0132
F -3.0260 0.0332 -6.4141
O 0.7471 2.0237 -0.2612
O -0.9380 0.5531 0.4188
N -1.8003 2.5465 5.4652
C -3.2278 2.9738 3.7564
C -5.6163 0.9841 5.8559
C 1.1845 1.4782 1.0132
C -3.8954 2.1287 4.6745
C -8.0422 -0.0968 0.7213
C -2.8992 3.8837 1.6570
C -6.9541 2.1398 0.6995
C 0.2593 1.0383 -3.0999
C -2.0837 0.9779 -2.4448
C -3.3905 1.2470 6.8893
C -5.6310 0.2563 1.4531
C -5.9362 3.0084 1.0689
C -1.9236 3.1866 4.2450
C -6.8370 0.7676 0.9511
C -5.2132 1.6821 4.7238
C -2.9926 1.8730 5.7300
C 0.1745 0.2602 1.2849
C -4.8690 2.5069 1.8242
C -1.4164 0.4247 -4.6840
C 2.6381 1.1174 0.7472
C -1.7309 -0.1551 -6.0392
C -4.6094 1.1356 1.8314
C 1.1329 2.5810 2.0639
C -1.8895 4.9630 1.3954
C -0.8185 2.7698 6.5110
C -0.7232 1.0524 -2.1000
C -0.0789 0.6550 -4.3868
C -2.9302 4.6855 0.3798
C -2.4315 0.6594 -3.7568
C 0.6626 -1.1109 0.7925
C -4.7217 0.7971 6.9284
C -0.2942 0.1303 2.7154
C -3.9329 3.5251 2.5521
B -0.2576 1.1626 -0.6498
H 1.2892 1.2888 -2.8567
H 0.9347 -1.0962 -0.2728
H -2.8543 1.1534 -1.6930
H -2.7056 4.0607 -0.4820
H -6.6405 0.6085 5.9094
H 1.6580 3.4745 1.7040
H 1.6305 2.2730 2.9931
H 2.7144 0.4621 -0.1302
H 0.6901 0.5168 -5.1422
H 0.1068 2.8730 2.3113
H -7.8745 2.5424 0.2771
H 3.1018 0.6418 1.6166
H -3.6553 5.4813 0.2222
H -4.6142 4.3417 2.8256
H -3.6452 0.7515 2.1780
H -2.3398 2.9479 1.4867
H -2.6784 1.1353 7.7073
H -5.9729 4.0780 0.8382
H -0.7887 1.0279 3.0957
H -7.8267 -0.8733 -0.0176
H -0.8928 4.5580 1.1995
H 0.5618 -0.0800 3.3696
H -8.8612 0.5236 0.3402
H 3.1837 2.0430 0.5121
H -1.9344 5.9076 1.9301
H -5.8859 1.8688 3.8870
H -5.5031 -0.8157 1.6123
H -0.8972 1.9363 7.2186
H -3.4764 0.5748 -4.0480
H -5.0700 0.2868 7.8197
H -1.0853 3.7890 3.8927
H 0.1962 2.8068 6.1012
H -8.3984 -0.5976 1.6318
H 1.5019 -1.4881 1.3812
H -0.9987 -0.7013 2.8208
H -1.0244 3.6968 7.0733
H -0.1776 -1.8120 0.8892
*
```



No. 5
ORCA calculation (wB97M-V/def2-TZVPD) on C33H37BeN4OSSb as an isolated structure.

Computed properties:
energy above the lowest of the compared OMol25 structures with the same formula, charge and spin: 285.0 kJ/mol
HOMO-LUMO gap: 3.8711 eV
highest occupied orbital energy: 0.787 eV
LUMO energy: 4.658 eV

Geometry as ORCA input:
```
! wB97M-V def2-TZVPD RIJCOSX def2/J DEFGRID3
* xyz -2 1
Sb -0.3325 -0.0829 0.7256
S -2.4524 -0.2191 -2.4879
O -0.8082 2.4264 -3.0996
N 0.7961 -0.9230 -1.8832
N 0.5831 0.3282 -2.1918
N -0.1495 -1.8205 -2.5068
N -1.5891 -2.0266 -0.6701
C 2.7128 3.2123 3.0250
C -4.7289 0.5355 2.9903
C 1.2606 5.3935 -2.7090
C -4.5767 0.4562 1.6145
C 1.6677 -1.9226 -4.1967
C 1.3097 2.6600 -2.0127
C -2.3320 0.2504 3.2800
C -2.1742 0.1549 1.8856
C 0.2791 -2.4225 -3.7868
C 1.9347 -1.9540 1.3275
C -1.5470 -3.0076 2.4725
C -0.3023 3.1939 0.7146
C -0.0756 -2.9951 2.1373
C 1.8715 0.9667 2.8935
C 0.6608 -4.1618 2.3489
C -3.6099 0.4344 3.8081
C 1.3933 1.2541 -1.6851
C 0.7614 2.7075 1.6720
C -1.1634 0.1586 4.2307
C 2.8016 1.8771 3.3885
C 2.3167 3.5425 -1.6018
C 0.5700 -1.8577 1.6188
C -1.5271 -1.8315 -2.1590
C 0.8334 1.3479 2.0388
C 1.6906 3.6174 2.1755
C -0.6942 -2.1320 -4.9379
C 2.3029 4.8911 -1.9392
C 2.6603 -3.1179 1.5483
C 2.0162 -4.2338 2.0583
C 0.3445 -3.9459 -3.5872
C -3.3082 0.2691 1.0749
C 0.2242 3.1938 -2.7627
C 0.2345 4.5446 -3.1121
Be -0.8921 0.9549 -2.7017
H 3.7140 -3.1590 1.2966
H -0.0956 2.8422 -0.3028
H -2.5678 -2.1506 -0.4317
H -3.7322 0.4990 4.8857
H -0.5955 1.0905 4.2342
H -1.8470 -3.9902 2.8424
H -0.3388 4.2843 0.6862
H 1.2374 6.4425 -2.9838
H 1.9850 -2.4538 -5.1015
H -0.7187 -1.0622 -5.1654
H -1.1029 -2.8959 -0.4652
H 1.0612 -4.1818 -2.7941
H -1.6995 -2.4263 -4.6359
H -0.6470 -4.2922 -3.2814
H 2.5563 -5.1606 2.2150
H 1.9482 -0.0736 3.1990
H -0.6002 4.9198 -3.6937
H -0.4647 -0.6256 3.9277
H 3.1257 3.1449 -0.9958
H 0.1542 -5.0391 2.7389
H 2.2302 0.9011 -1.0881
H 1.6231 4.6598 1.8795
H 2.3947 -2.0970 -3.4016
H 2.4418 -1.0930 0.9015
H -1.2913 2.8203 0.9910
H -5.4381 0.5381 0.9611
H 3.5939 1.5438 4.0525
H 0.6436 -4.4643 -4.5093
H 3.1038 5.5423 -1.6058
H -0.3840 -2.6840 -5.8362
H 1.6524 -0.8505 -4.4084
H 3.4371 3.9327 3.3895
H -2.1498 -2.7627 1.5975
H -1.7879 -2.2693 3.2360
H -3.1872 0.2211 -0.0082
H -1.5063 -0.0436 5.2491
H -5.7107 0.6764 3.4275
*
```



No. 6
ORCA calculation (wB97M-V/def2-TZVPD) on a 2-piece molecular cluster, C33H37BrN2O3 overall.

Computed properties:
energy above the lowest of the compared OMol25 structures with the same formula, charge and spin: 0.0 kJ/mol
HOMO-LUMO gap: 3.6735 eV
highest occupied orbital energy: -5.531 eV
LUMO energy: -1.858 eV

Geometry as ORCA input:
```
! wB97M-V def2-TZVPD RIJCOSX def2/J DEFGRID3
* xyz 0 1
Br -3.7842 -5.4320 1.7858
O -0.0105 3.6731 3.9462
O -1.4672 -1.7307 -3.6548
O -1.9394 0.4736 -3.7206
N -0.0999 1.3975 3.5459
N 0.6563 1.2970 1.4257
C -1.3736 1.7930 -5.5786
C 2.8420 7.0621 3.4971
C -1.2714 -0.1839 2.0890
C 2.1703 6.8737 2.2827
C 1.0736 -2.1630 -2.0121
C 1.5320 -2.4560 -3.3262
C 1.0570 -0.6631 2.9331
C 0.0806 0.4315 2.4687
C -3.5310 -3.9767 0.6072
C -0.7268 1.0351 4.7951
C -2.9934 -1.7783 -1.0863
C -3.9844 -2.6949 0.9698
C 0.8780 2.6844 1.8625
C -2.5388 -0.6559 -1.7859
C 2.5854 4.4897 2.4286
C 1.5213 -3.7474 -3.8161
C 1.0582 -4.8065 -3.0214
C -2.6697 -3.1177 -1.4835
C 0.2149 2.6917 3.2428
C 0.7020 -3.2633 -1.1843
C 3.3215 4.6893 3.6033
C 2.0565 5.5886 1.7393
C 0.8022 -0.4147 -0.2675
C 2.3605 3.0871 1.9000
C 0.9882 -0.8005 -1.5840
C -1.9518 -0.7353 -3.0959
C -1.2846 0.4032 -5.0116
C -2.9125 -4.1905 -0.6388
C 0.6700 -4.5528 -1.6993
C 3.4183 5.9685 4.1568
C -3.7322 -1.6141 0.1366
C 0.9774 0.8862 0.1892
C 0.9865 -6.1806 -3.5956
H 0.3231 -5.3810 -1.0751
H -1.1067 2.5569 -4.8435
H -2.3930 1.9968 -5.9177
H -0.7123 1.8907 -6.4415
H -4.5124 -2.5574 1.9102
H -1.7840 0.7912 4.6412
H -1.6546 -0.7942 2.9195
H 3.7872 3.8283 4.0926
H 1.9784 -0.1947 3.3080
H 1.8512 -3.9472 -4.8377
H -2.7536 0.3360 -1.3996
H 0.3744 -6.2021 -4.5065
H 1.9882 -6.5338 -3.8698
H 1.5412 5.4300 0.7870
H 0.3240 3.3742 1.1971
H -4.0689 -0.6091 0.4054
H 2.7335 3.0145 0.8662
H -0.6376 1.8654 5.4970
H -1.1830 -0.8258 1.2110
H -1.8080 -0.3214 -5.6555
H 2.9102 2.3532 2.5135
H 0.5588 -6.8762 -2.8698
H -0.2364 0.0892 -4.8815
H -2.6198 -5.1960 -0.9273
H -2.1627 -3.2585 -2.4355
H 3.9369 6.1060 5.1077
H 2.9136 8.0591 3.9341
H 1.1829 -0.0232 -2.3291
H -1.9945 0.6128 1.8621
H 1.8702 -1.6214 -3.9465
H 1.7222 7.7219 1.7612
H 0.3906 -3.0905 -0.1509
H 1.3130 -1.3411 2.1168
H 0.5913 -1.2463 3.7378
H 1.3943 1.6539 -0.4722
H -0.2343 0.1499 5.2061
H 0.4951 -1.1772 0.4423
*
```



no.,calculated total energy (Ha)
1,-4596.9438
2,-2668.5311
3,-2063.5726
4,-1809.4362
5,-2227.1355
6,-4188.8760